{"formula": "C4H7NO3", "method": "ωB97M-V/def2-TZVPD", "symbols": ["C", "C", "C", "N", "C", "O", "O", "O", "H", "H", "H", "H", "H", "H", "H"], "coordinates": [[1.009409, 0.187995, 0.777350], [-1.771430, -0.165353, 0.003464], [0.531531, 0.558574, -0.969454], [0.505268, -0.423516, -1.870162], [-0.516345, 0.666574, -0.027801], [0.626343, -0.790245, 1.781892], [1.638692, -1.033712, 0.707393], [1.667521, 1.260030, 1.283783], [2.040094, 0.998015, 2.139233], [-0.219225, -1.133303, -1.929452], [1.325449, -0.598140, -2.426162], [-0.552244, 1.609165, 0.507588], [-2.279876, -0.071255, 0.962221], [-2.455853, 0.158457, -0.786018], [-1.549335, -1.223288, -0.153874]], "forces_ev_per_angstrom": [[-0.7335, -0.3235, 1.0111], [0.1241, -0.0910, 0.1186], [0.0318, 0.3074, -0.7785], [-0.1541, -0.1233, 0.1501], [0.8616, -0.4119, 0.1447], [0.3798, 0.2330, -0.4781], [-0.4270, 0.4091, 0.0280], [-0.0829, -0.1332, -0.1226], [-0.0547, -0.0697, -0.0833], [0.0293, 0.1093, 0.0103], [-0.0613, 0.0391, 0.0565], [0.0366, 0.0214, -0.0557], [-0.0088, -0.0096, -0.0396], [0.0591, 0.0227, 0.0366], [-0.0001, 0.0203, 0.0020]], "charge": 0, "homo_energy_ev": -8.3, "e_tot_ev": -11887.5587, "de_lowest_kj_mol": 744.8}

---

{"formula": "C4H7NO3S", "method": "ωB97M-V/def2-TZVPD", "symbols": ["C", "C", "C", "C", "H", "H", "H", "H", "H", "H", "H", "N", "O", "O", "O", "S"], "coordinates": [[-2.166487, 1.189616, -0.621856], [-0.706863, -1.067219, -0.159178], [0.444835, -0.425732, 0.142306], [1.740797, -1.083050, -0.010216], [-1.663054, 1.560008, -0.026567], [-3.174613, 1.523479, -0.692082], [-1.741102, 1.244445, -1.414187], [-0.542268, -2.248455, -0.392823], [1.230775, 1.032474, 0.759128], [1.776130, -2.158236, -0.377480], [3.779129, 0.764037, 0.339132], [2.903166, -0.695747, 0.011430], [-2.881953, -0.465418, 1.412835], [0.407417, 0.798382, 0.721200], [2.992097, 0.586001, 0.371881], [-2.398009, -0.554578, -0.063524]], "forces_ev_per_angstrom": [[-12.6653, -8.0222, -0.3868], [1.6190, -3.3952, -0.3807], [-1.7196, 0.1296, 0.8899], [-2.4383, -4.3451, -1.8113], [8.0880, 6.8050, 10.8185], [-0.6143, 0.6241, 0.1400], [4.9185, 0.1836, -10.1144], [-0.6824, 3.1370, 0.3305], [7.6171, 2.9896, 0.7133], [-0.8540, 1.3052, 0.6484], [13.4936, 3.2551, -0.4592], [2.5028, -0.0276, 0.1139], [1.1304, -0.0898, -2.7014], [-7.0318, -2.5495, -0.9767], [-12.5732, -0.6074, 1.0741], [-0.7905, 0.6073, 2.1017]], "charge": 0, "homo_energy_ev": -8.9, "e_tot_ev": -22721.6252, "de_lowest_kj_mol": 677.9}